# 1
{"formula": "C22H28AsN2O7S2SiW", "method": "ωB97M-V with the def2-TZVPD basis set", "elements": ["W", "O", "As", "O", "O", "C", "C", "C", "C", "C", "C", "S", "O", "O", "O", "H", "H", "H", "H", "H", "C", "C", "C", "N", "C", "S", "N", "C", "O", "C", "C", "C", "C", "C", "C", "H", "H", "H", "H", "H", "H", "H", "H", "H", "H", "H", "H", "H", "H", "C", "Si", "C", "C", "C", "C", "H", "H", "H", "H", "H", "H", "H", "H", "H"], "positions_angstrom": [[-1.04, 0.20, 0.75], [-2.96, 1.72, -2.64], [-2.54, 0.42, -1.39], [-2.28, 1.45, -0.05], [0.27, 1.00, 0.06], [-4.44, 0.12, -0.84], [-5.52, 0.16, -1.73], [-6.82, 0.05, -1.27], [-7.06, -0.10, 0.09], [-6.01, -0.17, 0.99], [-4.71, -0.04, 0.52], [-3.40, -0.46, 1.63], [-2.50, 0.61, 2.16], [-3.92, -1.28, 2.67], [-2.41, -1.20, 0.73], [-3.16, 2.56, -2.20], [-5.30, 0.27, -2.79], [-7.64, 0.09, -1.96], [-8.08, -0.20, 0.45], [-6.17, -0.35, 2.04], [3.43, 0.89, 1.39], [4.30, -0.03, 0.54], [3.67, -0.26, -0.83], [2.59, -1.22, -0.72], [1.38, -1.14, -1.30], [-0.03, -1.80, -0.50], [1.12, -0.47, -2.45], [1.96, -0.07, -3.47], [3.14, -0.39, -3.55], [1.28, 0.80, -4.46], [1.77, 0.82, -5.77], [1.15, 1.62, -6.71], [0.06, 2.40, -6.36], [-0.43, 2.38, -5.06], [0.19, 1.59, -4.10], [3.74, 0.86, 2.43], [2.37, 0.61, 1.33], [3.52, 1.92, 1.05], [4.45, -0.99, 1.03], [5.28, 0.43, 0.40], [4.41, -0.63, -1.55], [3.27, 0.68, -1.21], [2.64, -1.86, 0.06], [0.12, -0.34, -2.64], [2.61, 0.20, -6.02], [1.52, 1.63, -7.72], [-0.40, 3.04, -7.09], [-1.28, 2.98, -4.78], [-0.18, 1.64, -3.07], [2.63, 0.29, 5.52], [1.79, -1.30, 4.89], [0.64, -2.17, 6.13], [2.98, -2.46, 3.96], [0.66, -0.75, 3.49], [0.02, -0.45, 2.50], [3.28, 0.09, 6.38], [1.91, 1.03, 5.83], [3.25, 0.74, 4.75], [1.19, -2.54, 7.00], [0.16, -3.03, 5.67], [-0.14, -1.51, 6.49], [3.64, -2.99, 4.64], [3.60, -1.90, 3.26], [2.43, -3.21, 3.39]], "lowdin_charge": [1.41, -0.33, 1.16, -0.61, -0.44, -0.28, -0.07, -0.03, -0.03, -0.03, -0.27, 0.61, -0.39, -0.19, -0.58, 0.05, 0.11, 0.12, 0.12, 0.12, -0.09, -0.21, -0.18, 0.09, -0.62, 0.73, 0.12, -0.37, 0.11, -0.14, 0.00, -0.05, -0.05, -0.06, -0.04, 0.06, 0.04, 0.08, 0.10, 0.12, 0.13, 0.13, 0.14, 0.09, 0.12, 0.11, 0.11, 0.10, 0.09, -0.17, 0.53, -0.18, -0.17, -0.15, -0.22, 0.03, 0.03, 0.01, 0.03, 0.03, 0.03, 0.03, 0.01, 0.03], "total_energy_ev": -132787.4042, "homo_ha": -0.450, "total_charge": 1, "max_force_ev_per_a": 6.7, "orbital_gap_ev": 7.132, "lumo_ev": -5.1092}

***

# 2
{"formula": "C22H28BIN10OTi", "method": "ωB97M-V with the def2-TZVPD basis set", "elements": ["Ti", "C", "N", "C", "C", "N", "N", "C", "N", "N", "H", "H", "H", "H", "H", "H", "H", "H", "H", "H", "H", "I", "C", "H", "H", "B", "C", "N", "H", "H", "H", "N", "C", "O", "C", "C", "N", "C", "N", "H", "H", "C", "C", "C", "C", "C", "C", "N", "C", "C", "C", "C", "C", "C", "H", "H", "H", "H", "H", "H", "H", "H", "H", "H"], "positions_angstrom": [[0.42, -0.01, 0.30], [2.88, 4.10, 0.77], [1.58, 4.32, 0.17], [1.53, 5.47, -0.72], [0.82, 3.21, -0.14], [1.22, 2.00, -0.09], [-0.51, 3.53, -0.41], [-1.31, 2.68, -1.18], [-2.55, 2.43, -0.59], [-0.91, 2.28, -2.31], [3.22, 5.03, 1.22], [3.64, 3.75, 0.06], [2.79, 3.35, 1.56], [1.79, 6.37, -0.16], [0.53, 5.57, -1.14], [2.24, 5.36, -1.55], [2.23, 1.89, -0.03], [-0.97, 3.94, 0.39], [-2.46, 2.28, 0.41], [-2.99, 1.61, -0.99], [-1.54, 1.58, -2.70], [-0.27, 2.43, 3.17], [0.45, 0.37, 2.50], [-0.23, -0.22, 3.11], [1.42, 0.38, 3.01], [0.51, -4.91, 1.23], [0.44, -3.35, 0.99], [0.43, -2.21, 0.78], [-0.41, -5.43, 0.63], [0.43, -5.12, 2.43], [1.58, -5.30, 0.79], [3.20, -2.59, -0.69], [3.37, -1.25, -0.49], [2.39, -0.47, -0.61], [4.69, -0.77, -0.23], [5.79, -1.65, -0.14], [6.70, -2.36, -0.07], [4.90, 0.61, -0.11], [5.08, 1.75, -0.02], [2.25, -2.91, -0.55], [3.91, -3.21, -0.35], [-3.96, -1.99, 3.08], [-3.55, -2.82, 2.04], [-2.82, -2.32, 0.98], [-2.46, -0.96, 0.91], [-2.87, -0.15, 1.97], [-3.60, -0.65, 3.04], [-1.68, -0.42, -0.11], [-1.78, -0.94, -1.37], [-2.94, -1.53, -1.90], [-2.97, -2.05, -3.19], [-1.86, -1.99, -4.01], [-0.71, -1.37, -3.53], [-0.67, -0.84, -2.25], [-4.53, -2.38, 3.92], [-3.78, -3.88, 2.08], [-2.47, -3.00, 0.21], [-2.56, 0.89, 1.99], [-3.88, 0.02, 3.85], [-3.82, -1.61, -1.28], [-3.89, -2.51, -3.54], [-1.88, -2.42, -5.01], [0.17, -1.29, -4.15], [0.24, -0.32, -1.97]], "lowdin_spin": [1.71, 0.00, 0.01, 0.00, 0.03, 0.00, 0.01, 0.00, 0.00, 0.01, 0.00, 0.00, 0.00, 0.00, 0.00, 0.00, 0.00, 0.00, 0.00, 0.00, 0.00, 0.04, 0.03, 0.00, 0.00, 0.01, 0.03, 0.02, 0.00, 0.00, 0.00, 0.00, 0.00, 0.02, 0.00, 0.00, 0.00, 0.00, 0.00, 0.00, 0.00, 0.00, 0.00, 0.00, 0.00, 0.00, 0.00, 0.02, 0.01, 0.00, 0.00, 0.00, 0.00, 0.01, 0.00, 0.00, 0.00, 0.00, 0.00, 0.00, 0.00, 0.00, 0.00, 0.00], "total_energy_ev": -72112.9218, "spin_multiplicity": 3, "homo_ha": [-0.021, -0.076], "total_charge": -2, "max_force_ev_per_a": 0.7, "orbital_gap_ev": [4.578, 6.041], "lumo_ev": [4.0094, 3.9632]}

***

# 3
{"formula": "C22H28BiClF5N2O2", "method": "ωB97M-V with the def2-TZVPD basis set", "elements": ["Bi", "Cl", "N", "N", "C", "C", "C", "C", "C", "C", "H", "H", "H", "H", "H", "H", "C", "C", "C", "C", "H", "H", "H", "H", "H", "H", "O", "H", "H", "O", "H", "H", "C", "C", "C", "H", "H", "C", "C", "H", "C", "C", "C", "C", "H", "C", "H", "H", "H", "H", "H", "H", "H", "H", "F", "C", "F", "C", "F", "F", "F"], "positions_angstrom": [[-0.46, 0.04, 0.66], [1.86, -0.12, -0.25], [0.01, 2.36, 0.21], [-0.14, -2.51, 0.54], [-0.80, 3.02, -0.60], [-0.68, -3.11, -0.49], [1.07, 3.31, 0.66], [0.38, 4.65, 0.41], [2.30, 3.20, -0.22], [1.42, 3.07, 2.11], [2.03, 3.39, -1.27], [2.73, 2.20, -0.13], [3.02, 3.96, 0.11], [0.53, 3.05, 2.73], [2.07, 3.88, 2.45], [1.97, 2.12, 2.23], [0.77, -3.47, 1.23], [0.53, -4.76, 0.44], [0.38, -3.60, 2.69], [2.23, -3.06, 1.11], [2.52, -2.99, 0.06], [2.84, -3.84, 1.58], [2.43, -2.11, 1.61], [-0.66, -3.94, 2.76], [0.49, -2.65, 3.22], [1.03, -4.35, 3.16], [-0.30, -4.37, -0.70], [-0.02, -5.52, 1.02], [1.44, -5.20, 0.02], [-0.65, 4.34, -0.61], [1.01, 5.43, -0.02], [-0.14, 5.02, 1.30], [-1.84, 2.38, -1.44], [-1.69, -2.51, -1.42], [-1.18, -1.28, -2.10], [-2.57, -2.25, -0.80], [-2.00, -3.28, -2.13], [-1.19, -0.05, -1.44], [-1.29, 1.17, -2.13], [-0.01, 0.35, 3.40], [-0.84, 1.18, -3.46], [-0.54, -0.04, -4.07], [-0.73, 2.48, -4.20], [-0.72, -1.27, -3.43], [-0.20, -0.04, -5.11], [-0.47, -2.57, -4.14], [0.06, -2.38, -5.08], [-1.40, -3.09, -4.38], [0.14, -3.25, -3.53], [-1.71, 2.95, -4.33], [-0.30, 2.30, -5.20], [-0.09, 3.20, -3.68], [-2.21, 3.13, -2.15], [-2.67, 2.11, -0.76], [-2.05, 0.17, 3.21], [-0.94, 0.70, 3.87], [-1.06, 2.07, 3.83], [-0.94, 0.21, 5.32], [-0.78, -1.15, 5.36], [0.10, 0.77, 6.00], [-2.09, 0.51, 5.96]], "lowdin_charge": [1.28, -0.16, -0.03, 0.00, -0.38, -0.37, -0.57, -0.06, -0.07, -0.04, 0.09, -0.01, 0.08, 0.06, 0.09, 0.08, -0.56, -0.07, -0.04, -0.10, 0.07, 0.08, 0.04, 0.09, 0.07, 0.08, 0.01, 0.12, 0.13, 0.01, 0.13, 0.13, -0.10, -0.09, -0.26, 0.10, 0.11, -0.35, -0.26, 0.09, -0.24, -0.04, -0.06, -0.24, 0.09, -0.06, 0.07, 0.08, 0.08, 0.08, 0.07, 0.08, 0.11, 0.09, -0.08, -0.34, 0.03, -0.52, 0.12, 0.13, 0.14], "total_energy_ev": -62292.4382, "homo_ha": [-0.008, -0.009], "total_charge": -1, "max_force_ev_per_a": 3.8, "orbital_gap_ev": [2.966, 2.995], "lumo_ev": [2.7433, 2.7479]}

***

Which formula does entry 2 have? C22H28BIN10OTi